ORCA calculation (ωB97M-V/def2-TZVPD) on the ion C15H8F3N4O6S with charge -1 in a non-equilibrium geometry.

## Properties
* energy relative to the best compared isomer or geometry (same formula, charge and spin): 0.0 kcal/mol
* gap between HOMO and LUMO: 7.11 eV
* total energy: -52911.45816 eV
* charge: -1

Last columns: bonded neighbours and bond lengths (Å).
Atoms and positions in Å:
1 N -2.7296 2.5928 -3.2876  C2 1.195
2 C -2.0723 2.4783 -2.2956  N1 1.195, C3 1.417
3 C -1.2564 2.2488 -1.1605  C2 1.417, C4 1.408, C25 1.410
4 C -1.7076 1.9294 0.1342  C3 1.408, C5 1.399, H30 1.100
5 C -0.7990 1.7243 1.1777  C4 1.399, N6 1.397, C9 1.515
6 N -1.2960 1.4962 2.4630  C5 1.397, O7 1.251, O8 1.261
7 O -2.5360 1.4257 2.6112  N6 1.251
8 O -0.5090 1.2980 3.4288  N6 1.261
9 C 0.7081 1.7272 1.0232  C5 1.515, C10 1.695, C24 1.490, H31 1.142
10 C 1.4219 0.2672 1.5041  C9 1.695, C11 1.545, S17 1.830, H32 1.146
11 C 2.9553 0.3580 1.6654  C10 1.545, C12 1.386, C16 1.395
12 C 3.4403 1.0371 2.7723  C11 1.386, C13 1.402, H33 1.091
13 C 4.7565 1.5197 2.8026  C12 1.402, C14 1.402, H34 1.098
14 C 5.6241 1.2607 1.7328  C13 1.402, C15 1.414, H35 1.094
15 C 5.1382 0.4961 0.6470  C14 1.414, C16 1.393, H36 1.100
16 C 3.8415 -0.0125 0.6533  C11 1.395, C15 1.393, H37 1.096
17 S 0.9715 -1.1903 0.4933  C10 1.830, O18 1.433, O19 1.446, C20 1.883
18 O 1.9580 -2.2290 0.4419  S17 1.433
19 O 0.3306 -0.6728 -0.6953  S17 1.446
20 C -0.3904 -2.0461 1.4729  S17 1.883, F21 1.332, F22 1.371, F23 1.351
21 F -0.9486 -2.9884 0.7140  C20 1.332
22 F -1.3285 -1.1023 1.8028  C20 1.371
23 F 0.0869 -2.5764 2.6207  C20 1.351
24 C 1.0035 2.3380 -0.3038  C9 1.490, C25 1.348, N28 1.368
25 C 0.1304 2.4397 -1.3255  C3 1.410, C24 1.348, N26 1.360
26 N 0.6731 2.9712 -2.4530  C25 1.360, O27 1.386
27 O 1.9582 3.3191 -2.0678  N26 1.386, N28 1.469
28 N 2.1760 2.9437 -0.6640  C24 1.368, O27 1.469, O29 1.241
29 O 3.2311 3.2771 -0.1014  N28 1.241
30 H -2.7890 1.8553 0.3195  C4 1.100
31 H 1.2517 2.2327 1.8909  C9 1.142
32 H 0.9391 0.1062 2.5306  C10 1.146
33 H 2.7701 1.2175 3.6137  C12 1.091
34 H 5.1018 2.1059 3.6649  C13 1.098
35 H 6.6245 1.7014 1.7060  C14 1.094
36 H 5.8047 0.2743 -0.1989  C15 1.100
37 H 3.5633 -0.6715 -0.1769  C16 1.096

Just the Mulliken charges please, in e? Sure, here they are: N -0.6533; C -0.1671; C 0.1734; C -0.3845; C -1.1366; N 1.1706; O -0.7547; O -0.7366; C 0.9499; C 0.0222; C -0.1960; C -0.0902; C -0.6910; C -0.4675; C -0.6315; C -0.4085; S 0.9945; O -0.6763; O -0.5814; C 0.6406; F -0.2132; F -0.1936; F -0.2332; C -0.8981; C 1.2049; N -0.7107; O -0.2196; N 0.6888; O -0.7184; H 0.5405; H 0.7680; H 0.8090; H 0.4494; H 0.3475; H 0.3618; H 0.3335; H 0.3074